Formula: C32H48P2Ru
Source: the OMol25 dataset
Level of theory: ωB97M-V with the def2-TZVPD basis set

```
83
Properties=species:S:1:pos:R:3
Ru -2.630 2.724 -1.737
C -1.407 -0.118 1.787
C -2.087 -0.860 0.790
C 0.093 -1.603 0.843
C -0.049 -0.553 1.788
C -1.181 -1.810 0.245
C -1.969 0.964 2.643
H -2.936 1.291 2.246
H -1.304 1.835 2.652
H -2.128 0.666 3.692
C 1.053 0.031 2.577
H 0.644 0.630 3.402
H 1.685 0.686 1.950
H 1.704 -0.756 2.985
C 1.347 -2.353 0.606
H 1.767 -2.664 1.576
H 2.118 -1.746 0.102
H 1.163 -3.252 0.003
C -1.487 -2.847 -0.756
H -1.532 -3.844 -0.296
H -0.723 -2.907 -1.542
H -2.452 -2.671 -1.239
C -3.530 -0.722 0.441
H -4.206 -1.262 1.136
H -3.698 -1.122 -0.566
H -3.813 0.345 0.443
C -2.543 4.620 -2.331
C -3.506 4.389 -1.264
C -4.986 4.266 -1.540
C -5.374 3.094 -2.461
C -4.227 2.143 -2.720
C -3.094 2.294 -3.602
C -2.949 3.453 -4.546
C -2.894 4.809 -3.787
H -5.386 5.227 -1.894
H -5.872 3.435 -3.379
H -5.484 4.101 -0.580
H -3.799 5.410 -3.948
H -1.643 5.176 -2.061
H -3.222 4.792 -0.293
H -2.111 5.428 -4.254
H -1.991 3.332 -5.078
H -2.622 1.373 -3.981
H -3.711 3.443 -5.339
H -6.169 2.506 -1.979
H -4.442 1.088 -2.474
P 0.604 3.110 -0.905
P 0.259 0.364 -2.346
C 0.553 3.140 -2.756
C 0.648 1.755 -3.446
H 1.389 3.783 -3.102
H -0.388 3.650 -3.041
H -0.022 1.727 -4.326
H 1.667 1.580 -3.825
C 1.559 -0.867 -2.603
H 1.193 -1.850 -2.273
H 2.442 -0.602 -2.010
H 1.806 -0.903 -3.672
C -1.090 -0.491 -3.346
H -1.030 -0.173 -4.390
H -2.065 -0.224 -2.928
H -0.994 -1.578 -3.310
C 1.737 4.392 -0.355
H 1.379 4.807 0.593
H 1.796 5.218 -1.071
H 2.735 3.980 -0.209
C -0.750 3.247 0.284
H -0.346 2.739 1.187
H -1.747 2.798 0.007
H -0.904 4.306 0.527
C 1.204 1.418 -0.729
C 2.339 1.091 -0.189
C 3.720 0.867 -0.279
C 4.476 1.530 -1.297
C 5.825 1.281 -1.444
C 6.481 0.387 -0.586
C 5.757 -0.255 0.437
C 4.404 -0.012 0.601
H 3.974 2.256 -1.954
H 6.397 1.794 -2.225
H 7.546 0.216 -0.691
H 6.279 -0.935 1.112
H 3.849 -0.482 1.424
```

Properties
Maximum force in eV/Å: 5.414
Expectation value of S²: 8.801
Energy relative to the best compared isomer or geometry (same formula, charge and spin) in kJ/mol: 319.2
HOMO-LUMO gap (spin up / spin down) in eV: 4.77 / 4.22
Total charge: +1
Spin multiplicity: 6
E_LUMO (spin up / spin down) in Eh: -0.0799 / -0.2024